1.
DFT (ωB97M-V/def2-TZVPD) results for one molecule with the formula C7H5F2N in a non-equilibrium geometry.

Properties
Total charge: 0
ΔE to the lowest compared entry with this formula, charge and spin in kcal per mole: 3.6
HOMO-LUMO gap in eV: 8.41
E_HOMO in eV: -9.1
SMILES string: N#C/C=C/C=C\C=C(F)F

CARTESIAN COORDINATES (ANGSTROEM)
C (2.869, -0.266, -0.052)
C (-0.633, -1.363, 0.524)
C (-1.497, -0.554, -0.099)
C (0.765, -1.170, 0.767)
C (-1.393, 0.785, -0.644)
C (1.478, -0.422, -0.086)
C (-1.058, 1.909, -0.090)
N (3.991, -0.173, -0.236)
F (-0.259, 2.076, 1.008)
F (-1.262, 3.147, -0.583)
H (-1.029, -2.360, 0.944)
H (-2.453, -0.865, -0.518)
H (1.396, -1.847, 1.520)
H (-2.092, 1.089, -1.422)
H (1.176, 0.013, -1.034)

=====

2.
DFT (ωB97M-V/def2-TZVPD) results for one molecule with the formula C7H5N in a non-equilibrium geometry.

Properties
Total charge: 0
ΔE to the lowest compared entry with this formula, charge and spin in kcal per mole: 99.2
HOMO-LUMO gap in eV: 11.21
E_HOMO in eV: -10.6
SMILES string: C#CC(C)(C#C)C#N

CARTESIAN COORDINATES (ANGSTROEM)
C (-0.324, -0.357, 1.344)
C (-0.132, -0.289, -0.177)
C (-0.550, 1.016, -0.387)
C (-1.012, 2.067, -0.747)
C (1.271, -0.484, -0.550)
C (2.480, -0.552, -0.754)
C (-1.044, -1.170, -0.801)
H (0.074, -1.334, 1.815)
H (0.357, 0.501, 1.701)
H (-1.358, -0.250, 1.675)
H (-1.105, 3.076, -0.960)
H (3.508, -0.513, -1.199)
N (-2.165, -1.711, -0.962)

=====

3.
DFT (ωB97M-V/def2-TZVPD) results for a 2-piece molecular cluster, C7H5N5O2 overall in a non-equilibrium geometry.

Properties
Total charge: -2
ΔE to the lowest compared entry with this formula, charge and spin in kcal per mole: 40.5
HOMO-LUMO gap in eV: 7.44
E_HOMO in eV: -1.4

CARTESIAN COORDINATES (ANGSTROEM)
C (-1.845, 0.518, -0.052)
C (2.300, 0.608, -0.360)
C (2.484, 0.234, 0.877)
C (0.385, -0.461, 1.332)
C (-0.434, -1.901, -0.473)
C (0.988, 0.354, -1.079)
C (0.058, -0.340, -0.014)
N (-2.537, 0.849, 1.030)
N (-2.455, 0.874, -1.178)
N (-3.628, 1.413, 0.547)
N (-3.597, 1.420, -0.761)
N (1.576, -0.307, 1.785)
O (-1.143, -2.453, 0.347)
O (0.193, -2.393, -1.419)
H (3.129, 1.275, -0.761)
H (3.396, 0.398, 1.383)
H (-0.440, -0.900, 2.014)
H (0.653, 1.306, -1.447)
H (0.916, -0.493, -1.771)

=====

4.
DFT (ωB97M-V/def2-TZVPD) results for C7H5NO as an isolated structure in a non-equilibrium geometry.

Properties
Total charge: 0
ΔE to the lowest compared entry with this formula, charge and spin in kcal per mole: 120.3
HOMO-LUMO gap in eV: 8.46
E_HOMO in eV: -8.3

CARTESIAN COORDINATES (ANGSTROEM)
C (-2.070, 0.204, -0.582)
C (-1.099, 1.249, -0.423)
C (-1.881, -1.037, -0.195)
C (0.038, 0.775, 0.251)
C (0.132, -0.562, 0.538)
C (3.045, -0.165, -0.115)
C (1.304, 0.273, 0.802)
N (-0.686, -1.566, 0.308)
O (3.688, 0.521, -0.837)
H (-3.135, 0.436, -0.866)
H (-1.389, 2.127, -0.912)
H (-2.777, -1.682, -0.168)
H (3.156, -1.068, 0.363)
H (1.676, 0.495, 1.835)

=====

5.
DFT (ωB97M-V/def2-TZVPD) results for one molecule with the formula C7H5NO3S in a non-equilibrium geometry.

Properties
Total charge: 0
ΔE to the lowest compared entry with this formula, charge and spin in kcal per mole: 40.9
HOMO-LUMO gap in eV: 10.48
E_HOMO in eV: -10.7
SMILES string: N#COS(=O)(=O)c1ccccc1

CARTESIAN COORDINATES (ANGSTROEM)
C (-3.474, 1.221, -0.034)
C (2.626, 0.230, -0.006)
C (1.958, 0.110, 1.203)
C (1.959, 0.040, -1.207)
C (0.608, -0.202, 1.216)
C (0.608, -0.272, -1.203)
C (-0.037, -0.387, 0.011)
N (-4.564, 1.561, -0.043)
O (-2.208, -1.327, -1.195)
O (-2.209, -1.260, 1.266)
O (-2.247, 0.898, -0.025)
S (-1.773, -0.732, 0.020)
H (3.678, 0.474, -0.013)
H (2.486, 0.258, 2.132)
H (2.488, 0.134, -2.143)
H (0.049, -0.312, 2.132)
H (0.051, -0.434, -2.111)

=====

6.
DFT (ωB97M-V/def2-TZVPD) results for a 2-piece molecular cluster, C7H5O4S2 overall in a non-equilibrium geometry.

Properties
Total charge: -1
ΔE to the lowest compared entry with this formula, charge and spin in kcal per mole: 80.6
HOMO-LUMO gap (alpha / beta) in eV: 8.07 / 7.44
E_HOMO (alpha / beta) in eV: -5.8 / -5.7

CARTESIAN COORDINATES (ANGSTROEM)
C (-3.019, 0.582, -0.327)
C (-2.755, -0.722, -0.878)
C (-2.084, 1.170, 0.558)
C (-1.634, -1.402, -0.442)
C (-0.976, 0.443, 0.996)
C (-0.851, -0.863, 0.523)
C (2.182, -0.637, -0.045)
O (4.025, 0.589, -1.440)
O (4.143, -2.000, 0.916)
O (2.264, 2.016, -0.541)
O (3.868, 1.093, 1.027)
S (2.720, -1.979, 0.601)
S (3.222, 0.963, -0.270)
H (-3.934, 1.094, -0.707)
H (-3.513, -1.230, -1.534)
H (-1.884, 2.206, 0.804)
H (-1.443, -2.335, -0.830)
H (-0.333, 1.014, 1.589)

=====

7.
DFT (ωB97M-V/def2-TZVPD) results for C7H6 as an isolated structure in a non-equilibrium geometry.

Properties
Total charge: 0
ΔE to the lowest compared entry with this formula, charge and spin in kcal per mole: 113.4
HOMO-LUMO gap in eV: 8.58
E_HOMO in eV: -8.8

CARTESIAN COORDINATES (ANGSTROEM)
C (-0.603, -0.327, 1.437)
C (0.251, 0.664, 1.509)
C (0.950, 1.198, 0.473)
C (-0.302, 1.673, -0.328)
C (-1.008, -0.608, -0.020)
C (1.376, 0.170, -0.525)
C (-0.126, 0.269, -0.932)
H (-1.003, -0.920, 2.238)
H (-0.882, -1.674, -0.232)
H (-2.055, -0.342, -0.181)
H (2.027, 0.544, -1.312)
H (1.735, -0.785, -0.139)
H (-0.360, 0.140, -1.987)

=====

8.
DFT (ωB97M-V/def2-TZVPD) results for one molecule with the formula C7H6 in a non-equilibrium geometry.

Properties
Total charge: 0
ΔE to the lowest compared entry with this formula, charge and spin in kcal per mole: 77.9
HOMO-LUMO gap in eV: 8.42
E_HOMO in eV: -7.4

CARTESIAN COORDINATES (ANGSTROEM)
C (1.631, 0.346, 0.521)
C (0.590, 0.957, 1.272)
C (1.414, -1.428, -1.562)
C (1.299, -0.516, -0.417)
C (-0.668, 0.711, 0.919)
C (-1.808, 0.536, 0.402)
C (0.195, -1.009, -1.274)
H (2.749, 0.426, 0.721)
H (0.863, 1.399, 2.142)
H (2.094, -1.942, -2.269)
H (-2.392, 1.364, -0.248)
H (-2.359, -0.309, 0.493)
H (-0.775, -0.939, -1.588)

=====

9.
DFT (ωB97M-V/def2-TZVPD) results for a 2-piece molecular cluster, C7H6BrNO3 overall in a non-equilibrium geometry.

Properties
Total charge: 0
ΔE to the lowest compared entry with this formula, charge and spin in kcal per mole: 0.0
HOMO-LUMO gap in eV: 9.63
E_HOMO in eV: -9.9
SMILES string: O=C(Br)c1ccccc1.O=NO

CARTESIAN COORDINATES (ANGSTROEM)
C (-2.415, -0.793, 0.580)
C (-1.545, -1.846, 0.724)
C (-1.968, 0.382, 0.011)
C (-0.241, -1.699, 0.253)
C (-0.706, 0.627, -0.406)
C (0.161, -0.502, -0.337)
C (1.551, -0.369, -0.853)
N (1.760, 1.671, 0.374)
O (1.429, 2.142, 1.413)
O (2.359, 2.682, -0.359)
O (1.997, 0.311, -1.695)
Br (2.800, -1.445, 0.221)
H (-3.503, -0.840, 0.901)
H (-1.823, -2.803, 1.072)
H (-2.677, 1.268, -0.140)
H (0.423, -2.673, 0.139)
H (-0.277, 1.570, -0.751)
H (2.676, 2.319, -1.147)

=====

10.
DFT (ωB97M-V/def2-TZVPD) results for one molecule with the formula C7H6Cl2O in a non-equilibrium geometry.

Properties
Total charge: 0
ΔE to the lowest compared entry with this formula, charge and spin in kcal per mole: 12.1
HOMO-LUMO gap in eV: 9.61
E_HOMO in eV: -9.8
SMILES string: O=C1C2=CCC[C@H]2C1(Cl)Cl

CARTESIAN COORDINATES (ANGSTROEM)
C (-1.018, 1.102, -0.341)
C (0.275, 1.006, 0.052)
C (1.545, 1.144, -0.768)
C (-1.837, -0.019, 0.221)
C (-0.731, -0.942, 0.824)
C (0.665, -0.374, 0.621)
C (1.671, -0.436, -0.509)
O (2.137, 2.069, -1.350)
Cl (3.356, -0.877, -0.085)
Cl (1.168, -1.158, -2.037)
H (-1.444, 1.862, -0.888)
H (-2.667, 0.343, 0.819)
H (-2.351, -0.672, -0.625)
H (-0.910, -0.946, 1.954)
H (-1.000, -1.959, 0.473)
H (1.140, -0.142, 1.640)

=====

11.
DFT (ωB97M-V/def2-TZVPD) results for a 3-piece molecular cluster, C7H6Cl6F8O overall in a non-equilibrium geometry.

Properties
Total charge: +1
HOMO-LUMO gap (alpha / beta) in eV: 9.48 / 2.22
E_HOMO (alpha / beta) in eV: -13.6 / -13.6
Multiplicity: 2

CARTESIAN COORDINATES (ANGSTROEM)
C (-2.238, 1.984, 1.476)
C (-1.592, 0.601, 1.285)
C (-0.255, 0.578, 0.503)
F (-0.348, 0.775, -0.796)
F (0.699, 1.342, 0.901)
F (-1.305, 0.091, 2.523)
F (-2.479, -0.209, 0.720)
O (-3.285, 1.903, 2.445)
C (-3.171, 2.840, 3.488)
C (-4.358, 2.646, 4.445)
F (-4.458, 1.389, 4.806)
F (-4.336, 3.530, 5.495)
F (-1.990, 2.848, 4.042)
F (-3.311, 4.046, 2.887)
H (-2.609, 2.397, 0.538)
H (-1.516, 2.729, 1.810)
H (0.181, -0.416, 0.400)
H (-5.297, 2.816, 3.917)
C (2.229, -2.282, -3.156)
Cl (1.998, -1.236, -4.606)
Cl (1.195, -3.656, -3.233)
Cl (2.141, -1.381, -1.585)
H (3.243, -2.646, -3.321)
C (6.204, -4.088, -4.907)
Cl (4.599, -4.811, -4.563)
Cl (6.123, -2.541, -5.831)
Cl (7.163, -5.333, -5.688)
H (6.777, -3.917, -3.996)

=====

12.
DFT (ωB97M-V/def2-TZVPD) results for one molecule with the formula C7H6ClNO in a non-equilibrium geometry.

Properties
Total charge: 0
ΔE to the lowest compared entry with this formula, charge and spin in kcal per mole: 21.6
HOMO-LUMO gap in eV: 9.27
E_HOMO in eV: -9.3
SMILES string: Oc1ccccc1/C=N\Cl

CARTESIAN COORDINATES (ANGSTROEM)
C (1.217, 0.765, -0.577)
C (1.290, -0.577, -0.986)
C (0.120, 1.211, 0.055)
C (0.334, -1.482, -0.564)
C (-0.927, 0.325, 0.418)
C (-0.685, -1.024, 0.264)
C (-2.122, 0.892, 0.902)
N (-3.356, 0.859, 0.559)
O (-1.396, -2.072, 0.825)
Cl (-3.727, -0.263, -0.838)
H (1.978, 1.471, -0.705)
H (2.054, -0.869, -1.685)
H (0.213, 2.201, 0.413)
H (0.451, -2.506, -0.620)
H (-2.409, -1.967, 0.804)
H (-1.826, 1.786, 1.445)

=====

13.
DFT (ωB97M-V/def2-TZVPD) results for one molecule with the formula C7H6ClNO3S2 in a non-equilibrium geometry.

Properties
Total charge: 0
ΔE to the lowest compared entry with this formula, charge and spin in kcal per mole: 38.8
HOMO-LUMO gap in eV: 9.20
E_HOMO in eV: -8.9
SMILES string: O=S1(=O)C=CON[C@@H]1c1ccc(Cl)s1

CARTESIAN COORDINATES (ANGSTROEM)
C (1.485, -1.083, 0.821)
C (2.796, -1.046, 1.102)
C (1.046, -0.225, -0.100)
C (3.482, -0.309, 0.131)
C (-3.097, 0.078, -0.584)
C (-2.758, 1.280, -0.066)
C (-0.342, 0.036, -0.604)
N (-1.094, -1.078, -0.131)
O (-0.642, 2.676, -0.726)
O (-0.785, 1.685, 1.442)
O (-2.356, -1.015, -0.772)
S (2.385, 0.598, -0.916)
S (-1.030, 1.557, 0.071)
Cl (5.148, -0.128, -0.042)
H (0.909, -1.705, 1.323)
H (3.288, -1.569, 1.839)
H (-4.157, -0.043, -0.883)
H (-3.405, 2.093, 0.102)
H (-0.289, 0.184, -1.726)
H (-0.584, -1.985, -0.278)

=====

14.
DFT (ωB97M-V/def2-TZVPD) results for C7H6IN3S as an isolated structure in a non-equilibrium geometry.

Properties
Total charge: 0
ΔE to the lowest compared entry with this formula, charge and spin in kcal per mole: 0.0
HOMO-LUMO gap in eV: 8.76
E_HOMO in eV: -8.5

CARTESIAN COORDINATES (ANGSTROEM)
C (2.144, -1.275, 1.418)
C (1.383, -1.100, 2.596)
C (1.638, -0.754, 0.235)
C (0.096, -0.541, 2.564)
C (0.401, -0.168, 0.252)
C (-0.414, -0.034, 1.386)
C (-1.517, 0.892, -0.695)
N (-0.306, 0.313, -0.894)
N (-1.935, 0.837, -3.598)
N (-2.563, 1.860, -3.360)
S (-1.953, 0.621, 0.945)
I (-1.415, 3.370, -2.681)
H (3.240, -1.515, 1.383)
H (1.816, -1.491, 3.491)
H (2.245, -0.995, -0.550)
H (-0.408, -0.329, 3.486)
H (0.083, 0.164, -1.808)
H (-2.536, 0.145, -4.168)